# 1
Entry from OMol25: the ion C5H9N2O2 with charge +1 at a distorted geometry (the ωB97M-V functional and the def2-TZVPD basis).

Output
Highest occupied orbital energy (alpha / beta) = -10.438 / -14.023 eV
Spin multiplicity = 3
Total charge = +1
Energy above the lowest of the compared OMol25 structures with the same formula, charge and spin = 84.66 kJ/mol

Geometry as XYZ:
```
18
Properties=species:S:1:pos:R:3:lowdin_charge:R:1
C 0.08 0.71 1.69 -0.017
C -0.87 -0.39 1.42 0.051
C 1.13 0.96 0.88 -0.096
C -1.12 -0.73 0.15 -0.241
C -0.70 0.03 -0.97 -0.428
N -0.70 -0.55 -2.20 0.194
N 1.33 0.21 -0.29 0.075
O -1.62 -1.89 -0.33 0.177
O -0.87 1.34 -0.97 0.123
H -0.11 1.27 2.54 0.100
H -1.03 -1.14 2.20 0.144
H 1.99 1.50 1.29 0.138
H -0.41 0.11 -2.95 0.152
H -0.93 -1.50 -2.45 0.129
H 1.29 0.77 -1.19 0.152
H 2.11 -0.29 -0.34 0.080
H -1.84 -2.47 0.36 0.118
H -1.51 1.69 -0.34 0.150
```

---

# 2
Entry from OMol25: a cluster of 2 separate species, C5H9N2O3S3 in total at a distorted geometry (the ωB97M-V functional and the def2-TZVPD basis).

Output
Highest occupied orbital energy (alpha / beta) = -4.521 / -4.521 eV
Total charge = -1
Energy above the lowest of the compared OMol25 structures with the same formula, charge and spin = 62.83 kJ/mol

Geometry as XYZ:
```
22
Properties=species:S:1:pos:R:3:lowdin_charge:R:1
C 0.02 0.05 -1.47 -0.775
C -2.11 -0.09 -0.06 -0.826
C 1.26 -1.02 0.96 -0.092
C 0.27 0.18 1.02 -0.260
C -0.63 0.11 -0.18 -0.366
N 1.10 0.78 -1.77 0.063
N -2.98 -0.15 -1.05 0.063
O 0.51 3.06 -0.52 -0.351
O -1.66 2.76 -1.69 -0.292
O -1.60 2.87 0.66 -0.312
S -0.66 -0.82 -2.87 0.507
S -2.72 -0.07 1.51 0.600
S -0.88 2.59 -0.52 0.517
H 1.43 -1.10 -0.13 0.060
H 2.13 -0.91 1.55 0.055
H 0.79 -1.95 1.06 0.054
H -0.33 0.17 1.95 0.048
H 1.02 1.08 1.02 0.130
H 1.48 1.48 -1.15 0.071
H 1.24 1.04 -2.71 0.073
H -2.68 -0.51 -1.92 -0.038
H -3.90 -0.35 -0.71 0.071
```

---

# 3
Entry from OMol25: a cluster of 2 separate species, C5H9N2OS in total at a distorted geometry (the ωB97M-V functional and the def2-TZVPD basis).

Output
Highest occupied orbital energy = -13.996 eV
Total charge = +1
Energy above the lowest of the compared OMol25 structures with the same formula, charge and spin = 551.49 kJ/mol

Geometry as XYZ:
```
18
Properties=species:S:1:pos:R:3:lowdin_charge:R:1
C 0.25 -1.57 -1.25 -0.138
C 0.41 0.96 -1.28 -0.062
C -0.12 -2.03 -2.45 0.124
C -0.25 -1.01 2.45 -0.093
C -0.72 2.59 0.26 -0.250
N 0.44 -0.18 -1.08 0.156
N 0.31 -1.36 1.40 0.005
O 1.90 2.42 -0.01 -0.427
S 0.67 2.65 -0.79 0.949
H 0.60 -2.03 -0.39 0.044
H -0.46 -1.31 -3.22 0.090
H 0.01 -3.11 -2.73 0.107
H -1.21 -0.43 2.42 0.079
H 0.03 -1.26 3.50 0.093
H -0.53 3.17 1.14 0.071
H -0.84 1.53 0.70 0.081
H -1.62 2.93 -0.27 0.089
H 1.12 -1.95 1.60 0.080
```